This record from the Open Molecules 2025 dataset describes C29H23N5Os as an isolated structure at a distorted geometry. The level of theory is wB97M-V/def2-TZVPD.

E_LUMO (spin up / spin down), eV: -7.9 / -8.0
Charge: +2
Frontier orbital gap (spin up / spin down), eV: 5.90 / 5.89

CARTESIAN COORDINATES (ANGSTROEM)
1 Os -0.11829 1.00231 0.81024
2 C -4.79687 -1.45116 -0.22814
3 C -3.78313 -2.38882 -0.08369
4 C -2.61134 -2.05701 0.57266
5 C -2.44034 -0.76614 1.08078
6 C -3.45691 0.18064 0.91969
7 C -4.63011 -0.16577 0.27505
8 N -1.23018 -0.38037 1.69707
9 C -0.61454 -1.12507 2.64290
10 C -1.18457 -2.17481 3.38501
11 C -0.38877 -2.88522 4.24657
12 C 0.98531 -2.59426 4.39215
13 C 1.57193 -1.56696 3.69582
14 C 0.77162 -0.80057 2.83815
15 N 1.14689 0.26216 2.10001
16 N 2.43185 0.30738 1.54759
17 C 2.68616 1.63590 1.06246
18 C 3.97935 2.10913 0.96343
19 C 4.19553 3.31973 0.32264
20 C 3.10852 4.03061 -0.16476
21 C 1.84184 3.50633 0.00094
22 N 1.62721 2.31995 0.58149
23 H -5.72020 -1.72192 -0.72171
24 H -3.90536 -3.38594 -0.48513
25 H -1.80342 -2.77252 0.66981
26 H -3.33836 1.16591 1.35972
27 H -5.42418 0.56193 0.17112
28 H -2.23565 -2.40884 3.28207
29 H -0.82473 -3.68746 4.82588
30 H 1.58258 -3.17712 5.07967
31 H 2.61735 -1.32468 3.83059
32 H 4.78754 1.53438 1.39308
33 H 5.19962 3.70383 0.20402
34 H 3.23690 4.98433 -0.65607
35 H 0.97259 4.06109 -0.33048
36 N -1.22943 1.78557 -0.94076
37 C -1.31688 0.95499 -2.13597
38 C -2.49572 0.99186 -2.86298
39 C -2.62366 0.28194 -4.04424
40 C -1.55452 -0.46824 -4.50601
41 C -0.38682 -0.51809 -3.76788
42 C -0.23132 0.18721 -2.57027
43 C 1.02365 -0.02139 -1.79906
44 C 2.22669 -0.21158 -2.48158
45 C 3.44528 -0.53295 -1.82751
46 C 3.50780 -0.73251 -0.49713
47 C 2.28465 -0.60292 0.32370
48 C 1.06732 -0.09402 -0.41220
49 H -2.17775 2.06824 -0.70397
50 H -0.73734 2.64087 -1.19159
51 H -3.32820 1.59106 -2.51113
52 H -3.54876 0.32122 -4.60256
53 H -1.63692 -1.02696 -5.42780
54 H 0.41592 -1.15906 -4.10884
55 H 2.23482 -0.05370 -3.55231
56 H 4.34405 -0.64173 -2.42147
57 H 4.42528 -1.02677 -0.00336
58 H 2.05604 -1.58402 0.76425